(1)
DFT (wB97M-V/def2-TZVPD) results for a structure of composition C54H134BeF12N8O18P2.

Atoms and positions in Å:
Be: 0.645 0.207 3.812
P: -1.008 -0.043 0.725
F: 0.416 -0.687 0.269
F: 0.106 0.430 2.331
F: -0.491 1.340 -0.067
F: -2.146 0.785 1.415
F: -1.915 -0.623 -0.416
F: -1.278 -1.335 1.652
P: 2.474 2.612 5.386
F: 3.441 2.249 4.186
F: 2.668 1.168 6.100
F: 3.495 3.366 6.271
F: 1.220 2.914 6.327
F: 1.968 3.900 4.458
F: 1.317 1.633 4.235
C: -1.878 -1.510 8.038
C: -2.104 -2.879 7.681
C: -2.194 -3.017 6.153
O: -2.558 -4.104 5.784
C: -1.681 -2.101 5.223
C: -0.925 -1.148 5.745
C: -1.346 -0.578 7.142
O: -1.078 0.594 7.420
O: 0.086 -0.634 5.081
O: -2.586 -3.721 8.392
H: -2.295 -1.135 8.949
H: -1.571 -2.525 4.198
C: 6.409 -5.340 -2.753
C: 5.448 -4.729 -1.717
C: 4.282 -5.727 -1.541
O: 3.287 -5.321 -0.585
C: 2.319 -6.381 -0.627
N: 6.087 -4.366 -0.455
H: 5.985 -5.450 -3.795
H: 6.750 -6.348 -2.490
H: 7.297 -4.703 -2.896
H: 5.083 -3.831 -2.153
H: 4.758 -6.680 -1.184
H: 3.822 -5.933 -2.492
H: 2.833 -7.362 -0.586
H: 1.792 -6.321 -1.606
H: 1.625 -6.306 0.227
H: 5.361 -3.972 0.108
H: 6.517 -5.134 0.048
C: -4.776 -1.536 3.641
C: -5.042 -2.797 2.802
C: -3.801 -3.386 2.139
O: -4.218 -4.534 1.440
C: -3.121 -5.243 0.841
N: -5.754 -3.770 3.607
H: -4.392 -1.852 4.637
H: -5.734 -1.032 3.739
H: -4.118 -0.870 3.139
H: -5.750 -2.573 1.994
H: -3.036 -3.704 2.868
H: -3.351 -2.643 1.496
H: -2.389 -5.658 1.620
H: -2.580 -4.587 0.174
H: -3.457 -6.088 0.258
H: -6.031 -4.575 3.060
H: -5.073 -4.152 4.255
C: 3.704 -0.970 -1.559
C: 3.807 0.432 -0.954
C: 4.476 1.418 -1.885
O: 5.679 0.834 -2.394
C: 6.253 1.672 -3.374
N: 2.571 1.111 -0.536
H: 3.378 -0.852 -2.586
H: 2.980 -1.526 -1.004
H: 4.640 -1.552 -1.612
H: 4.453 0.401 -0.077
H: 4.650 2.328 -1.309
H: 3.832 1.707 -2.749
H: 6.655 2.561 -2.888
H: 5.477 1.978 -4.085
H: 7.058 1.151 -3.860
H: 1.975 1.334 -1.340
H: 1.963 0.600 0.089
C: 1.326 3.830 -2.378
C: 1.545 5.296 -2.579
C: 3.045 5.461 -2.704
O: 3.495 6.761 -2.911
C: 3.764 7.413 -1.669
N: 1.024 5.849 -3.829
H: 1.752 3.564 -1.413
H: 1.811 3.253 -3.182
H: 0.283 3.592 -2.383
H: 1.202 5.791 -1.655
H: 3.356 4.790 -3.516
H: 3.525 5.046 -1.813
H: 3.880 8.485 -1.748
H: 4.696 7.035 -1.216
H: 2.941 7.212 -1.013
H: 0.040 6.126 -3.798
H: 1.569 6.718 -3.945
C: 4.582 -1.135 2.681
C: 2.980 -1.314 2.539
C: 2.700 -2.822 2.352
O: 1.368 -3.411 2.498
C: 0.690 -3.827 1.329
N: 2.187 -0.794 3.571
H: 4.938 -1.432 1.714
H: 4.945 -1.828 3.462
H: 4.912 -0.110 2.757
H: 2.770 -0.774 1.608
H: 3.415 -3.425 2.890
H: 2.902 -3.018 1.257
H: 1.303 -3.481 0.438
H: -0.315 -3.376 1.341
H: 0.619 -4.949 1.352
H: 2.016 -1.209 4.482
H: 2.708 0.026 3.924
C: -4.806 -3.867 -4.480
C: -3.602 -4.558 -3.916
C: -2.805 -3.591 -3.087
O: -1.708 -4.255 -2.419
C: -0.978 -3.348 -1.514
N: -3.942 -5.669 -3.031
H: -4.451 -3.082 -5.136
H: -5.324 -3.381 -3.655
H: -5.431 -4.510 -5.096
H: -2.980 -5.009 -4.692
H: -3.480 -3.130 -2.360
H: -2.427 -2.764 -3.715
H: -0.613 -2.464 -2.057
H: -0.171 -3.986 -1.129
H: -1.580 -3.129 -0.634
H: -4.594 -5.314 -2.343
H: -3.162 -5.957 -2.482
C: -3.826 -0.041 -2.782
C: -4.857 0.297 -1.724
C: -5.251 -0.845 -0.917
O: -5.917 -1.900 -1.644
C: -6.195 -3.006 -0.782
N: -4.370 1.363 -0.800
H: -4.126 -0.811 -3.492
H: -2.911 -0.330 -2.283
H: -3.638 0.863 -3.417
H: -5.806 0.635 -2.179
H: -5.840 -0.540 -0.054
H: -4.322 -1.300 -0.505
H: -6.869 -2.728 0.070
H: -5.269 -3.482 -0.323
H: -6.735 -3.727 -1.384
H: -3.706 0.944 -0.153
H: -3.841 2.042 -1.375
C: 5.389 5.118 2.526
C: 4.917 4.104 1.488
C: 5.497 2.695 1.693
O: 6.845 2.762 1.310
C: 7.426 1.490 1.214
N: 3.480 4.039 1.424
H: 6.463 5.031 2.704
H: 4.880 5.000 3.466
H: 5.160 6.113 2.142
H: 5.331 4.370 0.505
H: 4.918 1.948 1.137
H: 5.479 2.441 2.767
H: 7.107 0.934 2.096
H: 8.550 1.553 1.278
H: 7.171 0.967 0.280
H: 3.095 3.873 2.340
H: 3.108 3.382 0.735
C: -2.461 4.483 -0.949
C: -3.158 5.092 -2.156
O: -3.872 4.119 -2.849
H: -1.896 3.631 -1.235
H: -3.177 4.092 -0.204
H: -1.752 5.104 -0.410
H: -2.411 5.598 -2.818
H: -3.794 5.907 -1.805
H: -4.363 4.479 -3.602
C: -0.098 4.174 1.652
C: 0.256 5.711 1.630
O: 1.427 6.074 0.967
H: 0.411 3.683 2.463
H: 0.051 3.660 0.713
H: -1.144 4.149 1.946
H: 0.195 6.099 2.663
H: -0.542 6.300 1.122
H: 2.156 5.508 1.191
C: -7.092 3.861 -1.517
C: -7.416 3.617 -0.040
C: -8.602 2.695 0.216
O: -6.228 3.274 0.712
H: -6.364 4.685 -1.657
H: -7.940 3.907 -2.198
H: -6.538 2.966 -1.731
H: -7.730 4.577 0.389
H: -8.423 1.720 -0.240
H: -9.549 3.093 -0.156
H: -8.603 2.485 1.263
H: -5.795 2.513 0.258
C: -1.614 3.153 5.017
C: -2.963 2.694 5.552
C: -3.577 1.634 4.656
O: -2.975 2.353 6.930
H: -0.849 2.453 5.241
H: -1.394 4.027 5.627
H: -1.630 3.499 3.967
H: -3.588 3.577 5.514
H: -3.682 1.944 3.606
H: -4.574 1.374 5.026
H: -2.945 0.745 4.702
H: -2.279 1.727 7.209
C: -0.098 0.400 -4.080
C: -0.311 -0.268 -5.423
C: 0.283 0.505 -6.564
O: 0.331 -1.567 -5.342
H: -0.568 1.389 -4.116
H: 0.971 0.532 -3.850
H: -0.615 -0.217 -3.367
H: -1.384 -0.467 -5.572
H: -0.115 1.517 -6.400
H: -0.078 0.179 -7.528
H: 1.391 0.431 -6.517
H: -0.150 -2.232 -5.835
C: 1.855 -3.772 -3.631
C: 3.106 -3.539 -4.453
C: 3.289 -4.605 -5.564
O: 3.098 -2.195 -4.988
H: 1.748 -4.842 -3.465
H: 0.986 -3.471 -4.221
H: 1.950 -3.292 -2.634
H: 3.993 -3.586 -3.788
H: 3.310 -5.614 -5.119
H: 4.205 -4.457 -6.167
H: 2.487 -4.650 -6.298
H: 2.214 -2.083 -5.383

Results
**HOMO-LUMO gap**: 0.1794 Ha
**Total charge**: -2
**HOMO level**: -0.0771 Eh
**Energy above the lowest of the compared OMol25 structures with the same formula, charge and spin**: 0.00 kcal per mole



(2)
DFT (wB97M-V/def2-TZVPD) results for a cluster of 9 separate species, C54H135N9O18 in total.

Atoms and positions in Å:
C: 16.772 10.274 -6.473
O: 17.735 9.726 -5.597
C: 17.751 10.464 -4.390
C: 18.628 9.789 -3.341
N: 17.889 8.852 -2.484
C: 17.321 7.734 -3.198
C: 16.600 6.835 -2.209
O: 15.681 7.643 -1.447
C: 15.203 6.945 -0.322
H: 17.043 10.115 -7.514
H: 16.624 11.359 -6.391
H: 15.760 9.915 -6.258
H: 16.749 10.647 -3.976
H: 18.093 11.494 -4.570
H: 19.154 10.585 -2.811
H: 19.441 9.232 -3.814
H: 17.227 9.385 -1.935
H: 18.210 7.168 -3.488
H: 16.608 7.956 -3.999
H: 17.356 6.454 -1.513
H: 16.024 6.004 -2.618
H: 15.863 7.047 0.554
H: 15.242 5.856 -0.427
H: 14.231 7.349 -0.051
C: 4.665 3.401 7.674
O: 4.966 2.244 8.451
C: 3.769 1.680 8.993
C: 4.080 0.806 10.187
N: 2.884 0.140 10.641
C: 2.630 0.157 12.081
C: 1.332 -0.543 12.440
O: 1.219 -1.900 12.069
C: 0.059 -2.154 11.317
H: 4.403 4.199 8.371
H: 3.846 3.202 6.978
H: 5.540 3.627 7.067
H: 3.270 1.066 8.235
H: 3.132 2.522 9.282
H: 4.465 1.498 10.942
H: 4.887 0.125 9.899
H: 2.720 -0.769 10.236
H: 2.498 1.207 12.339
H: 3.463 -0.352 12.579
H: 0.494 0.086 12.115
H: 1.160 -0.423 13.517
H: 0.045 -3.091 10.761
H: -0.116 -1.352 10.593
H: -0.841 -2.211 11.944
C: 14.310 3.699 10.068
O: 14.741 4.169 8.787
C: 15.974 4.873 8.842
C: 16.056 5.708 7.556
N: 15.743 4.976 6.336
C: 15.700 5.915 5.219
C: 15.520 5.211 3.865
O: 14.278 4.548 3.730
C: 14.253 3.144 3.868
H: 13.217 3.753 10.043
H: 14.608 4.451 10.799
H: 14.585 2.657 10.234
H: 16.817 4.173 8.801
H: 16.081 5.557 9.685
H: 17.119 5.958 7.454
H: 15.492 6.622 7.788
H: 14.794 4.653 6.523
H: 16.615 6.519 5.221
H: 14.979 6.715 5.434
H: 16.304 4.457 3.752
H: 15.741 5.965 3.106
H: 14.926 2.704 3.125
H: 13.234 2.922 3.535
H: 14.382 2.757 4.880
C: 9.707 4.104 -0.145
O: 9.789 4.495 -1.490
C: 9.063 5.686 -1.751
C: 9.911 6.911 -1.281
N: 9.162 8.126 -0.973
C: 8.368 7.999 0.244
C: 7.420 9.212 0.336
O: 6.570 9.211 1.478
C: 7.192 9.653 2.651
H: 10.179 3.170 0.147
H: 8.648 4.014 0.145
H: 10.012 4.914 0.529
H: 8.058 5.646 -1.329
H: 8.981 5.824 -2.828
H: 10.592 7.152 -2.095
H: 10.475 6.618 -0.396
H: 8.668 8.496 -1.772
H: 9.034 7.970 1.113
H: 7.899 7.012 0.341
H: 6.711 9.123 -0.487
H: 7.979 10.148 0.320
H: 8.019 10.365 2.505
H: 7.803 8.888 3.161
H: 6.419 10.023 3.318
C: 7.329 10.958 6.248
O: 8.597 10.351 6.415
C: 9.626 10.817 5.550
C: 10.937 11.027 6.310
N: 11.957 11.386 5.310
C: 13.289 11.625 5.913
C: 13.843 10.363 6.582
O: 13.816 9.264 5.724
C: 14.717 9.244 4.655
H: 6.727 10.425 5.509
H: 7.416 12.007 5.954
H: 6.838 10.934 7.220
H: 9.264 11.707 5.031
H: 9.782 10.006 4.823
H: 11.111 10.162 6.954
H: 10.777 11.951 6.880
H: 12.025 10.452 4.887
H: 13.196 12.462 6.614
H: 13.843 12.132 5.119
H: 13.311 10.169 7.512
H: 14.878 10.531 6.916
H: 15.774 9.288 4.948
H: 14.694 10.107 3.976
H: 14.483 8.350 4.085
C: 15.935 11.079 0.696
O: 16.685 12.275 0.852
C: 17.903 12.315 0.097
C: 18.066 13.776 -0.397
N: 17.481 13.887 -1.725
C: 18.085 14.962 -2.563
C: 18.099 14.651 -4.052
O: 18.519 15.814 -4.748
C: 19.847 16.237 -4.555
H: 16.291 10.243 1.303
H: 15.802 10.699 -0.322
H: 14.946 11.427 1.001
H: 17.835 11.703 -0.806
H: 18.771 11.901 0.619
H: 19.155 13.820 -0.508
H: 17.697 14.501 0.328
H: 16.533 14.241 -1.647
H: 19.096 15.139 -2.189
H: 17.592 15.910 -2.325
H: 17.154 14.324 -4.491
H: 18.768 13.854 -4.410
H: 20.145 17.109 -5.122
H: 20.536 15.397 -4.729
H: 20.025 16.401 -3.486
C: 9.689 1.171 2.723
O: 8.273 1.241 2.811
C: 7.736 1.706 4.038
C: 6.511 2.592 3.742
N: 5.303 1.990 3.223
C: 4.529 1.294 4.232
C: 3.266 0.610 3.737
O: 3.592 -0.319 2.708
C: 4.405 -1.433 3.066
H: 9.757 0.920 1.668
H: 10.103 0.367 3.355
H: 10.196 2.012 3.211
H: 8.493 2.196 4.655
H: 7.346 0.877 4.645
H: 6.762 3.445 3.108
H: 6.341 3.052 4.724
H: 5.476 1.334 2.471
H: 4.213 1.897 5.091
H: 5.224 0.585 4.712
H: 2.628 1.311 3.192
H: 2.629 0.194 4.524
H: 4.078 -1.958 3.966
H: 5.457 -1.150 3.166
H: 4.278 -2.049 2.177
C: 7.934 -1.375 11.533
O: 8.614 -0.420 10.732
C: 8.004 -0.209 9.480
C: 8.714 0.987 8.834
N: 7.999 2.255 8.837
C: 7.966 2.898 10.182
C: 6.982 4.090 10.041
O: 7.220 4.865 11.208
C: 6.397 6.063 11.223
H: 7.003 -0.932 11.894
H: 8.599 -1.574 12.373
H: 7.761 -2.348 11.065
H: 6.930 0.019 9.480
H: 8.126 -1.103 8.853
H: 8.977 0.841 7.782
H: 9.620 1.142 9.425
H: 7.024 2.082 8.611
H: 8.960 3.311 10.357
H: 7.786 2.095 10.901
H: 5.922 3.881 9.907
H: 7.322 4.638 9.154
H: 6.398 6.447 12.235
H: 5.379 5.808 10.916
H: 6.853 6.655 10.430
C: 8.389 5.705 6.621
O: 8.561 5.761 5.205
C: 9.686 5.073 4.767
C: 9.612 5.077 3.201
N: 10.037 6.401 2.696
C: 11.423 6.698 2.999
C: 11.985 7.858 2.176
O: 11.869 9.068 2.894
C: 12.212 10.150 2.032
H: 8.303 4.649 6.900
H: 7.504 6.275 6.885
H: 9.296 6.091 7.096
H: 9.590 4.014 5.078
H: 10.669 5.315 5.187
H: 8.645 4.806 2.789
H: 10.421 4.441 2.835
H: 9.436 7.089 3.140
H: 12.052 5.811 2.907
H: 11.595 7.063 4.024
H: 11.374 7.910 1.269
H: 13.019 7.556 1.971
H: 12.191 11.016 2.691
H: 11.602 10.335 1.143
H: 13.209 9.952 1.623

Results
**SMILES string**: COCCNCCOC.COCCNCCOC.COCCNCCOC.COCCNCCOC.COCCNCCOC.COCCNCCOC.COCCNCCOC.COCCNCCOC.COCCNCCOC
**HOMO-LUMO gap**: 0.3228 Ha
**HOMO level**: -0.3034 Eh
**Energy above the lowest of the compared OMol25 structures with the same formula, charge and spin**: 137.13 kcal per mole